No. 1
The following is a DFT calculation (wB97M-V/def2-TZVPD) of 5 unconnected molecules or ions with the total composition C31H51BN2O14 at a distorted geometry.

Computed properties:
LUMO level = 0.42 eV
E_HOMO = -0.318 Eh
ΔE to the lowest compared entry with this formula, charge and spin = 0.182 eV
SMILES string = COCCCB(CCCNCc1ccccc1O)c1cccnc1.COC(=O)OC.COC(=O)OC.COC(=O)OC.COC(=O)OC
Max |F| = 1.802 eV/A
Orbital gap = 9.086 eV

The geometry in ORCA input format:
```
! wB97M-V def2-TZVPD RIJCOSX def2/J DEFGRID3
* xyz 0 1
H 2.16 -5.64 7.32
C 7.50 0.66 -2.08
C 5.71 1.59 -0.92
H 0.31 2.12 -5.52
C -9.01 3.78 5.68
H 1.98 -3.67 -4.24
C 1.38 -3.57 -2.20
H 2.89 0.51 -2.66
H -2.64 1.01 3.03
C 1.44 0.49 -5.80
H -0.58 -0.12 -6.07
C -1.41 -0.97 -2.93
H 2.70 -2.85 1.83
H 4.43 -5.18 -0.34
H 2.72 -3.95 7.46
H -0.30 -2.50 -6.35
H 1.40 0.90 0.42
H -10.36 4.74 7.72
H 1.44 -2.12 2.86
C 2.66 -3.87 -1.47
C 1.68 2.27 -4.05
H 0.72 -2.96 -1.60
H 1.01 -4.29 7.11
H -4.89 4.88 5.55
H 2.20 -0.03 -5.23
C -3.17 1.67 2.35
C -3.51 3.31 3.96
N 0.80 1.48 -4.92
O -8.66 2.75 4.91
C 1.00 1.53 -0.34
C 2.23 -3.52 4.92
O 2.71 0.68 -1.74
C -3.20 -3.00 -3.06
H -10.68 5.71 6.27
H -4.22 1.38 2.31
C -3.48 -1.80 -2.38
H -4.43 -1.65 -1.89
N -2.60 -0.81 -2.33
H 6.20 1.54 0.04
C -7.27 2.72 4.59
H 3.62 -4.77 1.17
O 2.40 -4.88 -0.50
C -1.00 -2.12 -3.64
H 9.83 -0.50 -2.40
C 1.13 2.30 -2.66
H 9.49 0.56 -3.78
H -3.32 4.49 6.29
C 1.62 1.51 -1.61
H 1.95 0.97 -6.63
H -3.94 -3.78 -3.08
O -3.31 4.60 4.21
O 2.52 -3.72 3.64
H -6.98 3.62 4.05
C -10.84 4.74 6.74
O 7.82 -0.33 -2.91
H 0.47 -0.49 -7.41
O 1.92 -2.48 5.42
H -0.41 3.72 -3.21
H -1.51 3.75 -0.98
H -0.59 2.33 0.86
H 3.41 -4.24 -2.17
H -2.73 1.61 1.36
H 5.85 2.58 -1.35
C 1.61 -2.91 -3.57
C -0.02 3.12 -2.41
H 3.16 -1.79 3.19
C 2.45 -2.53 2.84
H -7.13 1.85 3.96
H 2.43 -2.19 -3.53
C 3.51 -5.30 0.23
H -1.74 -4.07 -4.19
C -1.97 -3.15 -3.68
H 1.77 3.30 -4.39
O -8.28 4.64 6.09
O -3.03 3.04 2.75
H -11.90 4.53 6.84
H 9.30 -1.21 -3.95
H 1.45 -2.37 -6.29
C 9.21 -0.36 -3.28
H -3.57 6.09 5.54
C -3.81 5.03 5.49
H 3.05 -2.97 -1.00
H 3.40 -6.35 0.46
H -6.66 2.64 5.49
O 8.26 1.49 -1.64
C 0.40 -0.50 -6.33
B 0.39 -2.28 -4.34
H -0.74 -0.14 -2.85
O 2.33 -4.69 5.55
H 0.90 -4.52 -2.36
H 2.68 1.86 -4.08
O -4.04 2.52 4.70
H 4.65 1.38 -0.82
C 0.52 -1.97 -5.88
C 2.04 -4.63 6.95
O 6.20 0.58 -1.81
C -0.65 3.14 -1.15
C -0.13 2.33 -0.11
O -10.32 3.69 5.92
*
```

Calculated atomic charges, method Löwdin, unit e: atom 1 (H): 0.093, atom 2 (C): -0.631, atom 3 (C): -0.028, atom 4 (H): 0.112, atom 5 (C): -0.630, atom 6 (H): 0.115, atom 7 (C): -0.179, atom 8 (H): 0.083, atom 9 (H): 0.102, atom 10 (C): -0.225, atom 11 (H): 0.108, atom 12 (C): -0.092, atom 13 (H): 0.074, atom 14 (H): 0.085, atom 15 (H): 0.097, atom 16 (H): 0.111, atom 17 (H): 0.100, atom 18 (H): 0.096, atom 19 (H): 0.101, atom 20 (C): -0.247, atom 21 (C): -0.171, atom 22 (H): 0.115, atom 23 (H): 0.097, atom 24 (H): 0.090, atom 25 (H): 0.106, atom 26 (C): -0.033, atom 27 (C): -0.627, atom 28 (N): -0.041, atom 29 (O): 0.010, atom 30 (C): -0.001, atom 31 (C): -0.628, atom 32 (O): 0.028, atom 33 (C): -0.059, atom 34 (H): 0.096, atom 35 (H): 0.096, atom 36 (C): -0.146, atom 37 (H): 0.092, atom 38 (N): 0.060, atom 39 (H): 0.100, atom 40 (C): -0.042, atom 41 (H): 0.066, atom 42 (O): -0.181, atom 43 (C): -0.101, atom 44 (H): 0.097, atom 45 (C): -0.161, atom 46 (H): 0.097, atom 47 (H): 0.099, atom 48 (C): -0.264, atom 49 (H): 0.112, atom 50 (H): 0.093, atom 51 (O): 0.009, atom 52 (O): 0.002, atom 53 (H): 0.097, atom 54 (C): -0.039, atom 55 (O): 0.000, atom 56 (H): 0.100, atom 57 (O): 0.125, atom 58 (H): 0.103, atom 59 (H): 0.092, atom 60 (H): 0.080, atom 61 (H): 0.123, atom 62 (H): 0.080, atom 63 (H): 0.101, atom 64 (C): -0.101, atom 65 (C): -0.020, atom 66 (H): 0.101, atom 67 (C): -0.032, atom 68 (H): 0.095, atom 69 (H): 0.109, atom 70 (C): -0.108, atom 71 (H): 0.111, atom 72 (C): -0.036, atom 73 (H): 0.120, atom 74 (O): 0.117, atom 75 (O): 0.004, atom 76 (H): 0.093, atom 77 (H): 0.092, atom 78 (H): 0.100, atom 79 (C): -0.039, atom 80 (H): 0.095, atom 81 (C): -0.024, atom 82 (H): 0.121, atom 83 (H): 0.086, atom 84 (H): 0.091, atom 85 (O): 0.126, atom 86 (C): -0.187, atom 87 (B): -0.260, atom 88 (H): 0.094, atom 89 (O): 0.005, atom 90 (H): 0.120, atom 91 (H): 0.108, atom 92 (O): 0.115, atom 93 (H): 0.068, atom 94 (C): -0.109, atom 95 (C): -0.037, atom 96 (O): 0.004, atom 97 (C): -0.071, atom 98 (C): -0.070, atom 99 (O): 0.004



No. 2
The following is a DFT calculation (wB97M-V/def2-TZVPD) of 4 unconnected molecules or ions with the total composition C31H51N2O8S2 at a distorted geometry.

Computed properties:
LUMO level = 1.55 eV
E_HOMO = -0.074 Eh
Max |F| = 5.555 eV/A
Orbital gap = 3.567 eV

The geometry in ORCA input format:
```
! wB97M-V def2-TZVPD RIJCOSX def2/J DEFGRID3
* xyz -1 1
H 1.52 -5.35 2.85
C -0.34 1.04 -2.49
H -2.01 -0.26 4.46
C 2.19 3.23 -1.48
N -2.30 -4.63 5.83
O 2.69 2.24 -2.37
C -1.28 -1.15 4.34
O -1.40 8.44 -1.17
H -2.89 -2.70 6.62
H -1.37 -5.04 7.69
H 0.71 -3.05 4.54
H 1.23 -8.56 5.45
C 1.75 0.01 -2.09
H -0.61 4.02 -5.72
H 2.97 3.52 -0.77
O -1.24 -6.74 6.44
S -0.64 -1.08 2.59
H 1.52 -6.82 6.16
C -0.66 -4.21 -0.58
H 0.31 -2.11 -0.30
H 1.32 2.87 -0.93
O 0.50 0.43 -1.53
H -1.22 9.37 -3.03
C -0.56 -7.10 5.22
H -1.25 -3.88 -1.50
C 0.95 -4.96 1.95
C 1.19 -1.27 2.51
H 1.90 4.10 -2.07
H 0.12 0.61 -5.72
S 2.12 0.06 3.02
C 1.83 -3.24 4.59
O -1.27 2.07 -5.36
H -1.41 1.66 -9.30
H 4.40 -4.39 6.97
H 5.93 -4.00 4.77
C -2.42 3.61 -6.85
H -2.08 3.83 -4.74
H 1.50 -7.11 4.35
H -1.88 10.37 -1.70
H 2.95 1.09 -0.64
H -2.08 1.21 -7.72
H -1.40 -6.49 -0.56
H -3.27 8.42 -2.11
C 4.17 -3.26 3.34
H 0.18 1.81 -3.06
H 0.04 -7.10 1.60
C 2.44 -3.75 5.91
C -1.19 -5.27 6.58
O -1.72 6.85 -3.65
C 1.08 -3.48 1.43
H 0.06 7.13 -4.61
H -1.18 1.50 -1.97
N 1.93 -2.47 2.07
H 0.78 2.13 -5.09
C 2.64 -2.97 3.27
C -2.08 -3.14 5.92
H -1.00 -2.97 6.30
C -2.27 6.50 -2.38
C 0.24 -3.18 0.13
C 1.01 -7.44 5.34
C -1.16 9.59 -1.96
H 1.72 -3.89 6.80
C -2.11 1.96 -8.51
H -3.20 5.96 -2.57
C -0.31 6.67 -3.69
H -3.35 3.04 -6.74
C 0.06 -6.03 1.20
H -0.74 0.28 -3.17
H 0.25 2.02 -6.79
C -2.20 -2.50 4.43
H -2.69 4.67 -6.95
H 3.82 0.56 -2.10
H 0.18 7.15 -2.84
H 1.98 -0.97 -1.66
C 4.81 -3.77 4.68
H -3.30 -2.29 4.22
H -0.46 -1.18 5.13
H 4.85 -3.08 2.44
H -0.07 5.60 -3.71
O -1.73 3.24 -8.04
C 0.04 1.70 -5.77
C -0.77 -5.69 -0.06
H -3.10 7.44 -0.64
H -3.12 2.01 -8.93
C 2.87 0.97 -1.73
C -2.59 7.75 -1.56
C 3.98 -4.01 5.98
H -0.14 -4.91 6.26
H 1.66 -0.11 -3.18
H -0.16 9.95 -1.74
H -1.86 -3.29 3.68
H -1.60 5.84 -1.83
C -1.54 3.45 -5.61
O -1.20 -7.09 4.15
*
```

Calculated atomic charges, method Löwdin, unit e: atom 1 (H): 0.070, atom 2 (C): -0.106, atom 3 (H): 0.078, atom 4 (C): -0.107, atom 5 (N): -0.154, atom 6 (O): -0.198, atom 7 (C): -0.461, atom 8 (O): -0.192, atom 9 (H): 0.089, atom 10 (H): 0.106, atom 11 (H): 0.087, atom 12 (H): 0.080, atom 13 (C): -0.193, atom 14 (H): 0.122, atom 15 (H): 0.088, atom 16 (O): -0.111, atom 17 (S): 0.783, atom 18 (H): 0.076, atom 19 (C): -0.073, atom 20 (H): 0.080, atom 21 (H): 0.088, atom 22 (O): -0.196, atom 23 (H): 0.083, atom 24 (C): -0.425, atom 25 (H): 0.077, atom 26 (C): 0.019, atom 27 (C): -0.982, atom 28 (H): 0.077, atom 29 (H): 0.092, atom 30 (S): 0.577, atom 31 (C): -0.001, atom 32 (O): -0.200, atom 33 (H): 0.088, atom 34 (H): 0.079, atom 35 (H): 0.079, atom 36 (C): -0.192, atom 37 (H): 0.122, atom 38 (H): 0.069, atom 39 (H): 0.086, atom 40 (H): 0.124, atom 41 (H): 0.084, atom 42 (H): 0.078, atom 43 (H): 0.124, atom 44 (C): 0.005, atom 45 (H): 0.060, atom 46 (H): 0.086, atom 47 (C): -0.061, atom 48 (C): -0.364, atom 49 (O): -0.201, atom 50 (C): -0.176, atom 51 (H): 0.091, atom 52 (H): 0.096, atom 53 (N): -0.133, atom 54 (H): 0.079, atom 55 (C): -0.235, atom 56 (C): -0.354, atom 57 (H): 0.070, atom 58 (C): -0.197, atom 59 (C): -0.040, atom 60 (C): -0.015, atom 61 (C): -0.114, atom 62 (H): 0.090, atom 63 (C): -0.114, atom 64 (H): 0.123, atom 65 (C): -0.110, atom 66 (H): 0.126, atom 67 (C): -0.059, atom 68 (H): 0.091, atom 69 (H): 0.086, atom 70 (C): -0.256, atom 71 (H): 0.124, atom 72 (H): 0.123, atom 73 (H): 0.085, atom 74 (H): 0.116, atom 75 (C): -0.079, atom 76 (H): 0.097, atom 77 (H): 0.072, atom 78 (H): 0.093, atom 79 (H): 0.072, atom 80 (O): -0.194, atom 81 (C): -0.114, atom 82 (C): -0.073, atom 83 (H): 0.125, atom 84 (H): 0.086, atom 85 (C): -0.188, atom 86 (C): -0.197, atom 87 (C): -0.077, atom 88 (H): 0.071, atom 89 (H): 0.122, atom 90 (H): 0.088, atom 91 (H): 0.085, atom 92 (H): 0.127, atom 93 (C): -0.193, atom 94 (O): 0.040



- What is the max |F| in the first record?
  1.802 eV/A